The following is a DFT calculation (ωB97M-V/def2-TZVPD) of the molecule C5H13NO.

frontier orbital gap: 0.25327 hartree
ΔE to the lowest compared entry with this formula, charge and spin: 92.1 kcal per mole

Structure (XYZ):
```
20
Properties=species:S:1:pos:R:3:mulliken_charge:R:1
C -0.35 0.48 0.36 -0.0365
C -1.41 -0.04 -0.51 -0.5876
C 1.66 -1.07 0.89 -0.8864
C 1.70 0.23 -1.19 -0.8338
C -2.81 -0.04 0.08 -1.3231
N 0.88 -0.43 -0.16 0.0219
O 0.01 1.85 0.30 -0.5288
H 0.52 2.10 1.08 0.3321
H -0.48 0.17 1.41 0.3894
H -1.38 0.48 -1.48 0.1123
H 0.00 -1.02 -0.60 0.4739
H 0.99 -1.65 1.53 0.3400
H 2.18 -0.32 1.50 0.3438
H 2.40 -1.74 0.46 0.3390
H 2.24 1.08 -0.76 0.3328
H 1.04 0.60 -1.98 0.2701
H 2.40 -0.49 -1.61 0.3414
H -3.25 0.96 0.24 0.2676
H -2.84 -0.56 1.04 0.2947
H -3.50 -0.57 -0.58 0.3372
```